# 1
ORCA calculation (ωB97M-V/def2-TZVPD) on a structure of composition C39H38F2N2O3PPt in a non-equilibrium geometry.

Atoms and positions in Å:
Pt  -1.086  -0.972  0.462
C  1.336  -2.741  2.573
C  -0.019  -3.444  2.491
C  -0.354  -3.850  1.077
C  -1.142  -2.581  3.060
C  -1.003  -2.389  4.568
O  -0.784  -0.967  4.722
C  -0.864  -0.373  3.561
N  -1.105  -1.155  2.542
C  -0.695  1.077  3.616
C  -0.564  1.665  4.878
C  -0.426  3.036  5.004
C  -0.444  3.839  3.871
C  -0.570  3.262  2.617
C  -0.672  1.878  2.485
P  -0.754  1.324  0.779
C  0.665  2.001  -0.026
C  1.838  2.181  0.728
C  2.947  2.751  0.137
C  2.902  3.138  -1.199
C  1.758  2.916  -1.963
C  0.649  2.323  -1.393
C  -2.284  2.102  0.253
C  -3.461  1.576  0.797
C  -4.678  2.165  0.513
C  -4.731  3.280  -0.316
C  -3.566  3.815  -0.844
C  -2.339  3.228  -0.573
H  2.129  -3.425  2.279
H  1.561  -2.395  3.584
H  1.377  -1.880  1.899
H  0.014  -4.348  3.106
H  -0.338  -2.955  0.428
H  -1.333  -4.326  1.007
H  0.382  -4.541  0.667
H  -2.104  -3.022  2.798
H  -0.145  -2.909  4.986
H  -1.890  -2.661  5.132
H  -0.572  1.041  5.758
H  -0.318  3.478  5.985
H  -0.353  4.914  3.958
H  -0.579  3.892  1.736
H  1.865  1.908  1.776
H  3.846  2.909  0.718
H  3.766  3.612  -1.647
H  1.731  3.220  -3.000
H  -0.226  2.125  -1.994
H  -3.419  0.711  1.450
H  -5.589  1.755  0.929
H  -5.686  3.732  -0.549
H  -3.607  4.701  -1.464
H  -1.436  3.665  -0.976
C  3.511  0.592  -3.722
O  2.583  -0.394  -3.246
C  2.901  -1.063  -2.116
C  3.788  -0.598  -1.151
C  4.147  -1.402  -0.080
C  3.663  -2.701  0.023
C  2.772  -3.166  -0.926
C  2.364  -2.343  -1.965
N  1.587  -2.907  -3.023
C  0.755  -2.356  -3.859
C  -0.098  -1.203  -3.747
C  -0.654  -0.753  -4.959
C  -1.670  0.167  -5.004
C  -2.208  0.629  -3.809
C  -1.676  0.211  -2.606
C  -0.598  -0.678  -2.523
O  -0.109  -1.096  -1.351
H  3.178  0.858  -4.720
H  4.518  0.177  -3.767
H  3.509  1.473  -3.085
H  4.209  0.393  -1.247
H  4.839  -1.025  0.662
H  4.002  -3.350  0.819
H  2.392  -4.181  -0.878
H  1.823  -3.872  -3.226
H  0.626  -2.929  -4.774
H  -0.248  -1.139  -5.886
H  -2.067  0.500  -5.952
H  -3.060  1.298  -3.825
H  -2.100  0.548  -1.672
F  -3.629  -0.953  -0.661
C  -2.855  -1.894  -0.173
F  -2.455  -2.672  -1.152
H  -3.366  -2.456  0.615

Values from the calculation:
- E_tot (eV) = -68126.2719
- HOMO energy (alpha / beta) (eV) = -16.0 / -16.0
- total charge = +3
- HOMO-LUMO gap (alpha / beta) (eV) = 4.7 / 4.7
- E_LUMO (alpha / beta) (hartree) = -0.4162 / -0.4162

# 2
ORCA calculation (ωB97M-V/def2-TZVPD) on the ion H4N5 with charge +1 in a non-equilibrium geometry.

Atoms and positions in Å:
N  -2.428  0.380  -0.220
N  -0.517  -0.499  0.690
N  -1.457  -0.162  0.086
N  1.578  0.407  -0.306
N  0.917  -0.662  0.087
H  -3.297  0.089  -0.448
H  1.750  0.667  -1.213
H  2.048  0.909  0.448
H  1.405  -1.128  0.875

Values from the calculation:
- E_tot (eV) = -7502.4021
- HOMO energy (alpha / beta) (eV) = -14.9 / -14.9
- total charge = +1
- HOMO-LUMO gap (alpha / beta) (eV) = 8.9 / 8.9
- relative energy (zero: lowest compared OMol25 entry of this formula, charge and spin) (kJ/mol) = 470.9
- E_LUMO (alpha / beta) (hartree) = -0.2199 / -0.2200

# 3
ORCA calculation (ωB97M-V/def2-TZVPD) on a structure of composition C48H64NP3PdSi.

Atoms and positions in Å:
Pd  -0.272  0.035  -0.034
C  -4.390  1.603  0.546
C  -3.978  0.287  -0.141
C  -3.679  0.465  -1.631
P  -2.551  -0.623  0.639
C  -2.971  -2.428  0.416
C  -2.836  -3.200  1.728
C  -4.295  -2.761  -0.266
C  -2.810  -0.246  2.406
C  -4.032  -0.422  3.056
C  -4.190  -0.004  4.365
C  -3.129  0.605  5.031
C  -1.916  0.778  4.386
C  -1.738  0.346  3.066
Si  -0.093  0.455  2.151
C  0.660  2.172  2.365
C  1.166  2.540  3.613
C  1.828  3.744  3.798
C  2.006  4.597  2.720
C  1.502  4.252  1.474
C  0.820  3.051  1.281
P  0.044  2.580  -0.315
C  0.934  3.464  -1.690
C  2.345  2.902  -1.824
C  0.985  4.997  -1.770
C  -1.608  3.440  -0.217
C  -1.716  4.646  0.714
C  -2.162  3.756  -1.608
C  1.055  -0.831  2.904
C  0.822  -1.387  4.163
C  1.721  -2.286  4.720
C  2.863  -2.641  4.018
C  3.103  -2.103  2.764
C  2.198  -1.214  2.188
P  2.468  -0.329  0.606
C  4.140  0.401  1.031
C  4.873  1.084  -0.121
C  4.061  1.347  2.225
C  2.870  -1.572  -0.711
C  4.186  -2.337  -0.602
C  2.689  -0.977  -2.112
H  -4.443  2.413  -0.182
H  -5.378  1.504  0.998
H  -3.718  1.914  1.346
H  -4.817  -0.402  -0.053
H  -2.768  1.048  -1.767
H  -3.517  -0.492  -2.129
H  -4.501  0.980  -2.132
H  -2.160  -2.765  -0.225
H  -3.661  -2.993  2.411
H  -2.838  -4.270  1.508
H  -1.902  -2.973  2.244
H  -5.159  -2.513  0.357
H  -4.412  -2.276  -1.235
H  -4.322  -3.838  -0.442
H  -4.868  -0.871  2.531
H  -5.139  -0.140  4.867
H  -3.254  0.946  6.050
H  -1.104  1.263  4.916
H  1.080  1.856  4.452
H  2.223  4.004  4.773
H  2.537  5.532  2.845
H  1.634  4.939  0.653
H  0.352  3.107  -2.546
H  2.956  3.253  -0.991
H  2.356  1.813  -1.821
H  2.811  3.251  -2.748
H  1.855  5.390  -1.243
H  1.095  5.298  -2.814
H  0.102  5.493  -1.375
H  -2.227  2.648  0.203
H  -1.040  5.454  0.431
H  -2.736  5.040  0.681
H  -1.492  4.377  1.747
H  -1.668  4.618  -2.056
H  -2.058  2.920  -2.301
H  -3.226  3.995  -1.535
H  -0.075  -1.127  4.714
H  1.529  -2.709  5.698
H  3.563  -3.351  4.441
H  3.997  -2.399  2.233
H  4.726  -0.475  1.326
H  4.461  2.072  -0.314
H  5.922  1.217  0.151
H  4.842  0.517  -1.049
H  3.468  2.230  1.980
H  3.617  0.871  3.100
H  5.065  1.684  2.497
H  2.051  -2.275  -0.582
H  5.061  -1.686  -0.665
H  4.247  -2.924  0.313
H  4.247  -3.046  -1.431
H  3.544  -0.375  -2.427
H  2.574  -1.790  -2.833
H  1.790  -0.363  -2.179
C  -1.816  -2.507  -4.593
C  -1.537  -1.381  -3.832
C  -0.930  -1.499  -2.593
C  -0.542  -2.732  -2.034
C  -0.881  -3.869  -2.817
C  -1.491  -3.749  -4.052
N  -0.020  -2.731  -0.781
C  0.653  -3.828  -0.278
C  0.645  -4.054  1.110
C  1.366  -5.082  1.692
C  2.154  -5.928  0.920
C  2.208  -5.705  -0.451
C  1.481  -4.682  -1.039
H  -2.287  -2.424  -5.563
H  -1.801  -0.394  -4.199
H  -0.802  -0.580  -2.012
H  -0.669  -4.856  -2.429
H  -1.726  -4.651  -4.605
H  0.074  -3.377  1.734
H  1.319  -5.217  2.766
H  2.715  -6.734  1.373
H  2.833  -6.333  -1.075
H  1.560  -4.525  -2.107

Values from the calculation:
- E_tot (eV) = -91530.8062
- HOMO energy (eV) = -5.8
- HOMO-LUMO gap (eV) = 5.8
- relative energy (zero: lowest compared OMol25 entry of this formula, charge and spin) (kJ/mol) = 135.9
- E_LUMO (hartree) = 0.0008

# 4
ORCA calculation (ωB97M-V/def2-TZVPD) on a structure of composition C5H11N3 in a non-equilibrium geometry.

Atoms and positions in Å:
C  -0.164  0.014  0.690
C  0.834  1.039  -0.668
C  2.338  0.861  -0.676
C  -2.319  -1.242  1.072
C  -1.154  -0.907  -0.016
N  -0.545  1.147  1.373
N  -0.279  2.260  0.975
N  0.487  2.331  -0.154
H  0.707  -0.360  1.233
H  0.536  0.818  -1.683
H  2.836  0.096  -1.217
H  2.634  0.944  0.358
H  2.656  1.802  -1.188
H  -2.533  -0.330  1.425
H  -1.879  -1.879  1.828
H  -3.185  -1.572  0.563
H  -1.593  -0.426  -0.801
H  -0.711  -1.813  -0.470
H  0.565  3.252  -0.442

Values from the calculation:
- E_tot (eV) = -9829.8792
- HOMO energy (eV) = -8.7
- HOMO-LUMO gap (eV) = 9.8
- relative energy (zero: lowest compared OMol25 entry of this formula, charge and spin) (kJ/mol) = 388.6
- E_LUMO (hartree) = 0.0397